No. 1
A cluster of 2 separate species, C2H10N2 in total. Source: the Open Molecules 2025 dataset; level of theory: ωB97M-V/def2-TZVPD.

Last columns: bonded neighbours and bond lengths (Å).
CARTESIAN COORDINATES (ANGSTROEM)
1 N -1.94874 -1.18650 -1.38689  H2 1.026, H3 1.028, H4 1.039
2 H -2.59587 -1.98175 -1.42923  N1 1.026
3 H -1.74288 -1.04659 -2.38475  N1 1.028
4 H -1.07331 -1.66524 -1.09741  N1 1.039
5 C -0.05964 1.38964 0.06186  N6 1.445, H8 1.087, H9 1.106, H10 1.091
6 N 1.15389 0.61561 0.18623  C5 1.445, C7 1.437, H11 1.008
7 C 1.30205 -0.32372 1.26375  N6 1.437, H12 1.103, H13 1.101, H14 1.101
8 H -0.91320 0.72284 -0.03468  C5 1.087
9 H -0.21309 2.04224 0.94183  C5 1.106
10 H 0.01208 2.00754 -0.83458  C5 1.091
11 H 1.97141 1.19257 0.06099  N6 1.008
12 H 1.13336 0.09480 2.27070  C7 1.103
13 H 2.34484 -0.67382 1.22787  C7 1.101
14 H 0.62910 -1.18762 1.15430  C7 1.101

Computed properties:
**Energy relative to the best compared isomer or geometry (same formula, charge and spin)**: 44.8 kJ/mol
**E_LUMO (spin up / spin down)**: 4.426 / 4.299 eV
**Total charge**: -1
**Spin multiplicity**: 2
**Highest occupied orbital energy (spin up / spin down)**: 1.5 / -4.8 eV
**Gap between HOMO and LUMO (spin up / spin down)**: 0.109 / 0.336 Ha
**Maximum force**: 1.00 eV Å⁻¹

From a Löwdin analysis of the wavefunction, the atomic charges in e read:
1 N -0.27
2 H -0.10
3 H -0.09
4 H -0.09
5 C -0.25
6 N -0.23
7 C -0.31
8 H 0.02
9 H 0.06
10 H 0.05
11 H 0.07
12 H 0.05
13 H 0.05
14 H 0.03

No. 2
An isolated molecule of C3H6Cl2O2. Source: the Open Molecules 2025 dataset; level of theory: ωB97M-V/def2-TZVPD.

Last columns: bonded neighbours and bond lengths (Å).
CARTESIAN COORDINATES (ANGSTROEM)
1 C -0.57448 0.79948 -0.19819  C2 1.524, H8 1.056, H9 1.190, H10 1.117
2 C 0.41621 -0.35808 -0.17165  C1 1.524, O3 1.509, O4 1.369, C5 1.573
3 O -0.09559 -1.47592 0.70319  C2 1.509, H11 0.975
4 O 0.59400 -0.71604 -1.48142  C2 1.369, H12 0.899
5 C 1.77728 0.06256 0.49424  C2 1.573, Cl6 1.786, Cl7 1.734, H13 1.184
6 Cl 2.92643 -1.23290 0.05716  C5 1.786
7 Cl 2.42034 1.58991 -0.01686  C5 1.734
8 H -0.65691 1.13278 0.80011  C1 1.056
9 H -0.02124 1.70550 -0.73617  C1 1.190
10 H -1.49457 0.25428 -0.51883  C1 1.117
11 H -1.01759 -1.57151 0.40206  O3 0.975
12 H 1.00762 -1.50228 -1.34535  O4 0.899
13 H 1.72208 0.11955 1.67577  C5 1.184

Computed properties:
**Energy relative to the best compared isomer or geometry (same formula, charge and spin)**: 136.1 kJ/mol
**E_LUMO**: 0.691 eV
**Spin multiplicity**: 1
**Highest occupied orbital energy**: -10.9 eV
**SMILES**: CC(O)(O)C(Cl)Cl
**Gap between HOMO and LUMO**: 0.426 Ha
**Maximum force**: 4.77 eV Å⁻¹

From a Löwdin analysis of the wavefunction, the atomic charges in e read:
1 C -0.03
2 C -0.73
3 O -0.03
4 O 0.03
5 C -1.02
6 Cl 0.63
7 Cl 0.65
8 H 0.06
9 H 0.11
10 H 0.11
11 H 0.09
12 H 0.01
13 H 0.12

No. 3
An isolated molecule of C7H12N2S. Source: the Open Molecules 2025 dataset; level of theory: ωB97M-V/def2-TZVPD.

Last columns: bonded neighbours and bond lengths (Å).
CARTESIAN COORDINATES (ANGSTROEM)
1 C -0.99710 0.87088 -1.81448  N2 1.507, H11 1.078, H12 1.079, H13 1.098
2 N -1.44716 1.34323 -0.45555  C1 1.507, C3 1.382, C4 1.342
3 C -2.51809 2.21657 -0.48772  N2 1.382, H14 1.132, H15 1.105, H16 1.036
4 C -1.04668 0.67918 0.63974  N2 1.342, S5 1.612, C6 1.762
5 S -1.29149 1.10448 2.17514  C4 1.612
6 C 0.42632 -0.27512 0.48976  C4 1.762, N7 1.279, C10 1.458
7 N 0.29139 -1.54285 0.38319  C6 1.279, C8 1.479
8 C 1.66425 -2.07877 0.50732  N7 1.479, C9 1.488, H17 1.133, H18 1.093
9 C 2.59212 -1.02958 1.00914  C8 1.488, C10 1.582, H19 1.077, H20 1.107
10 C 1.68236 0.26444 0.99639  C6 1.458, C9 1.582, H21 1.078, H22 1.072
11 H -0.73835 -0.16910 -1.69906  C1 1.078
12 H -1.79067 1.06898 -2.51748  C1 1.079
13 H -0.00635 1.26620 -2.07345  C1 1.098
14 H -2.68250 2.49724 0.59656  C3 1.132
15 H -2.17145 3.07381 -1.09348  C3 1.105
16 H -3.40360 1.83439 -0.86656  C3 1.036
17 H 1.95626 -2.63008 -0.43813  C8 1.133
18 H 1.67815 -2.89150 1.23804  C8 1.093
19 H 3.41087 -0.82979 0.33814  C9 1.077
20 H 2.70883 -1.22298 2.09254  C9 1.107
21 H 2.12941 1.07586 0.44471  C10 1.078
22 H 1.35883 0.46449 1.99811  C10 1.072

Computed properties:
**Energy relative to the best compared isomer or geometry (same formula, charge and spin)**: 249.7 kJ/mol
**E_LUMO**: 0.670 eV
**Spin multiplicity**: 1
**Highest occupied orbital energy**: -8.1 eV
**SMILES**: CN(C)C(=S)C1=NCCC1
**Gap between HOMO and LUMO**: 0.324 Ha
**Maximum force**: 5.04 eV Å⁻¹

From a Löwdin analysis of the wavefunction, the atomic charges in e read:
1 C -0.01
2 N -0.26
3 C -0.11
4 C -0.69
5 S 0.69
6 C -0.31
7 N 0.09
8 C -0.25
9 C -0.15
10 C -0.14
11 H 0.07
12 H 0.08
13 H 0.09
14 H 0.06
15 H 0.11
16 H 0.07
17 H 0.12
18 H 0.10
19 H 0.10
20 H 0.12
21 H 0.11
22 H 0.07

No. 4
The ion C3H9ClN with charge +1. Source: the Open Molecules 2025 dataset; level of theory: ωB97M-V/def2-TZVPD.

Last columns: bonded neighbours and bond lengths (Å).
CARTESIAN COORDINATES (ANGSTROEM)
1 C 1.33978 0.36496 -0.31710  C2 1.469, H6 1.063, H7 1.108, H8 1.034
2 C 0.21488 -0.16257 0.46606  C1 1.469, N3 1.560, C4 1.636, H9 1.083
3 N -0.35196 -1.37073 -0.34194  C2 1.560, H10 0.993, H11 0.970, H12 1.078
4 C -0.99822 0.93434 0.50590  C2 1.636, Cl5 1.788, H13 1.031, H14 1.110
5 Cl -1.67503 1.08590 -1.14170  C4 1.788
6 H 0.95423 1.03930 -1.04232  C1 1.063
7 H 2.09130 -0.41147 -0.56212  C1 1.108
8 H 1.99555 1.00922 0.15721  C1 1.034
9 H 0.25492 -0.43236 1.51372  C2 1.083
10 H -0.89386 -1.91411 0.28819  N3 0.993
11 H 0.45758 -1.82595 -0.62273  N3 0.970
12 H -1.02561 -0.82261 -0.97973  N3 1.078
13 H -1.66840 0.57012 1.19980  C4 1.031
14 H -0.69515 1.93597 0.87677  C4 1.110

Computed properties:
**Energy relative to the best compared isomer or geometry (same formula, charge and spin)**: 86.6 kJ/mol
**E_LUMO**: -3.397 eV
**Total charge**: +1
**Spin multiplicity**: 1
**Highest occupied orbital energy**: -15.7 eV
**SMILES**: C[C@H]([NH3+])CCl
**Gap between HOMO and LUMO**: 0.454 Ha
**Maximum force**: 4.56 eV Å⁻¹

From a Löwdin analysis of the wavefunction, the atomic charges in e read:
1 C -0.06
2 C -0.32
3 N 0.20
4 C -0.45
5 Cl 0.69
6 H 0.07
7 H 0.12
8 H 0.08
9 H 0.15
10 H 0.15
11 H 0.13
12 H 0.08
13 H 0.05
14 H 0.11

No. 5
An isolated molecule of C10H12N2O3. Source: the Open Molecules 2025 dataset; level of theory: ωB97M-V/def2-TZVPD.

Last columns: bonded neighbours and bond lengths (Å).
CARTESIAN COORDINATES (ANGSTROEM)
1 C 0.87331 0.70754 -1.23043  N2 1.455, H16 1.021, H17 1.088, H18 1.030
2 N 0.85477 -0.69264 -1.62605  C1 1.455, C3 1.541, C4 1.326
3 C 1.12192 -1.03770 -3.10438  N2 1.541, H19 1.189, H20 1.126, H21 1.070
4 C 0.50712 -1.68181 -0.81404  N2 1.326, O5 1.222, C6 1.633
5 O 0.26797 -2.78012 -1.29246  C4 1.222
6 C 0.85921 -1.52695 0.77300  C4 1.633, C7 1.548, N13 1.454, H22 1.109
7 C -0.10161 -0.62175 1.58170  C6 1.548, C8 1.395, C12 1.377
8 C 0.33162 0.56031 2.18350  C7 1.395, C9 1.382, H23 1.158
9 C -0.63875 1.35453 2.76469  C8 1.382, C10 1.379, H24 1.034
10 C -1.93811 0.89641 2.81878  C9 1.379, C11 1.348, H25 1.119
11 C -2.27919 -0.35717 2.46096  C10 1.348, C12 1.359, H26 1.090
12 C -1.37690 -1.10422 1.77208  C7 1.377, C11 1.359, H27 1.127
13 N 1.08177 -2.84121 1.35351  C6 1.454, O14 1.200, O15 1.183
14 O 2.14107 -3.36108 1.13646  N13 1.200
15 O 0.17978 -3.30983 1.95960  N13 1.183
16 H 0.61604 1.24632 -2.05906  C1 1.021
17 H 0.24071 0.87710 -0.36177  C1 1.088
18 H 1.82685 1.03423 -1.01792  C1 1.030
19 H 1.32791 -2.19990 -3.24536  C3 1.189
20 H 0.33113 -0.68661 -3.82557  C3 1.126
21 H 2.01530 -0.58470 -3.47958  C3 1.070
22 H 1.83289 -1.00593 0.67119  C6 1.109
23 H 1.37591 1.05958 2.22354  C8 1.158
24 H -0.36753 2.22434 3.25435  C9 1.034
25 H -2.67455 1.33575 3.53716  C10 1.119
26 H -3.32017 -0.59784 2.67600  C11 1.090
27 H -1.68538 -2.09423 1.33050  C12 1.127

Computed properties:
**Energy relative to the best compared isomer or geometry (same formula, charge and spin)**: 284.2 kJ/mol
**E_LUMO**: 0.496 eV
**Spin multiplicity**: 1
**Highest occupied orbital energy**: -9.5 eV
**SMILES**: CN(C)C(=O)[C@@H](c1ccccc1)[N+](=O)[O-]
**Gap between HOMO and LUMO**: 0.368 Ha
**Maximum force**: 3.97 eV Å⁻¹

From a Löwdin analysis of the wavefunction, the atomic charges in e read:
1 C -0.02
2 N -0.11
3 C 0.00
4 C -0.40
5 O 0.06
6 C -0.07
7 C -0.20
8 C -0.05
9 C -0.09
10 C -0.10
11 C -0.09
12 C -0.04
13 N -0.40
14 O 0.11
15 O 0.12
16 H 0.06
17 H 0.09
18 H 0.07
19 H 0.13
20 H 0.10
21 H 0.06
22 H 0.16
23 H 0.15
24 H 0.08
25 H 0.12
26 H 0.12
27 H 0.15

No. 6
A cluster of 2 separate species, C2H9N2O in total. Source: the Open Molecules 2025 dataset; level of theory: ωB97M-V/def2-TZVPD.

Last columns: bonded neighbours and bond lengths (Å).
CARTESIAN COORDINATES (ANGSTROEM)
1 C -2.34233 -0.42528 0.70963  O2 1.367, H3 1.141, H4 1.125, H5 1.128
2 O -1.35034 -0.54324 -0.22284  C1 1.367
3 H -2.72098 0.63376 0.90322  C1 1.141
4 H -2.13762 -0.88846 1.71460  C1 1.125
5 H -3.36269 -0.75145 0.35469  C1 1.128
6 N 0.65222 1.21858 0.42687  C7 1.512, H9 1.057, H10 1.007
7 C 1.79268 0.30965 0.02904  N6 1.512, N8 1.490, H11 1.095, H12 1.288
8 N 1.53794 -0.59185 -1.12913  C7 1.490, H13 0.992, H14 1.041
9 H 0.34915 1.25380 1.43844  N6 1.057
10 H -0.22941 0.79901 0.18021  N6 1.007
11 H 2.03366 -0.40801 0.82050  C7 1.095
12 H 2.71214 1.18747 -0.17664  C7 1.288
13 H 1.53058 -0.18652 -2.03417  N8 0.992
14 H 0.59473 -0.98696 -0.93439  N8 1.041

Computed properties:
**Energy relative to the best compared isomer or geometry (same formula, charge and spin)**: 142.7 kJ/mol
**E_LUMO**: 4.626 eV
**Total charge**: -1
**Spin multiplicity**: 1
**Highest occupied orbital energy**: -2.7 eV
**Gap between HOMO and LUMO**: 0.270 Ha
**Maximum force**: 3.79 eV Å⁻¹

From a Löwdin analysis of the wavefunction, the atomic charges in e read:
1 C -0.46
2 O -0.44
3 H 0.03
4 H 0.04
5 H 0.03
6 N -0.07
7 C -0.37
8 N -0.03
9 H 0.06
10 H -0.04
11 H 0.07
12 H 0.13
13 H 0.02
14 H 0.04

The records above yield calculated total energy values of -5214.4152, -32347.3044, -21266.6259, -17261.9274, -19682.8645, -7246.1257 eV, respectively.